Formula: C26H37Br2N4Ti
Source: the Open Molecules 2025 dataset
Level of theory: ωB97M-V/def2-TZVPD

## Properties
2S+1: 3
HOMO (spin up / spin down): -7.57 / -8.88 eV
expectation value of S²: 2.04
LUMO level (spin up / spin down): -0.10701 / -0.10501 hartree
energy relative to the best compared isomer or geometry (same formula, charge and spin): 421.1 kJ/mol
largest force on an atom: 9.818 eV/Å
net charge: +1
frontier orbital gap (spin up / spin down): 4.7 / 6.0 eV

Each line ends with the Löwdin charge.
Positions of all 70 atoms, in Å:
Ti: 0.000000 0.000000 0.000000  0.868
C: -1.626770 1.716264 3.608330  -0.075
C: -2.425320 0.524512 3.062447  -0.249
C: -1.792795 -0.775278 3.564365  -0.044
C: -2.556860 0.564323 1.539457  -0.170
C: -2.878383 -0.569953 0.803701  0.002
C: -2.944372 -0.536438 -0.577362  -0.115
C: -2.683886 0.633617 -1.271611  -0.323
C: -2.724071 0.680673 -2.758577  -0.097
C: -2.406670 1.777225 -0.541909  0.043
C: -2.356059 1.744604 0.836516  -0.095
H: -1.325974 1.546323 4.640462  0.124
H: -2.198804 2.643082 3.576442  0.110
H: -0.712525 1.864546 3.033270  0.052
H: -3.448489 0.583630 3.474082  0.169
H: -0.824996 -0.937839 3.091532  0.042
H: -2.421968 -1.641419 3.358499  0.096
H: -1.624184 -0.750641 4.641996  0.111
H: -3.065929 -1.499360 1.313003  0.113
H: -3.186239 -1.428606 -1.131483  0.159
H: -3.734867 0.877621 -3.115128  0.128
H: -2.388142 -0.261789 -3.191288  0.074
H: -2.075106 1.471546 -3.142700  0.142
H: -2.218601 2.699289 -1.066737  0.152
H: -2.135473 2.650929 1.370941  0.120
Br: 0.726126 6.052863 2.683301  0.785
C: 0.468283 4.326642 1.954555  -0.649
C: -0.628332 3.575961 2.344453  -0.126
C: -0.766114 2.326201 1.781774  -0.397
N: 0.101587 1.810939 0.885825  0.017
C: 1.177698 2.551689 0.505265  -0.187
C: 1.383430 3.824888 1.031712  -0.060
C: 2.074950 1.901159 -0.483378  -0.182
C: 3.227663 2.487677 -1.000494  -0.065
C: 3.988376 1.774488 -1.924331  -0.668
Br: 5.557817 2.549744 -2.640810  0.783
C: 3.608596 0.504040 -2.324299  -0.108
C: 2.457360 -0.010961 -1.770313  -0.315
N: 1.698419 0.653268 -0.873639  -0.063
H: -1.354254 3.942778 3.059933  0.117
H: -1.600430 1.679743 2.038589  0.007
H: 2.232642 4.431014 0.742899  0.102
H: 3.545528 3.479101 -0.703812  0.101
H: 4.182289 -0.071315 -3.040879  0.126
H: 2.096539 -1.000682 -2.035240  0.085
C: 0.989520 -0.004728 -3.019200  -0.024
N: 0.252188 -0.608494 -1.909885  -0.292
C: -1.186021 -0.425708 -2.103283  -0.201
C: 0.614863 -2.029619 -1.767901  -0.119
C: 0.035607 -2.713857 -0.506019  -0.112
N: 0.090799 -1.888065 0.713086  -0.311
C: -0.640225 -2.538160 1.800267  -0.070
C: 1.466180 -1.611327 1.126788  -0.212
H: 0.755083 -0.479457 -3.978948  0.149
H: 2.069745 -0.080172 -2.851251  0.002
H: 0.761918 1.064308 -3.098173  0.158
H: -1.551294 -0.952541 -2.992409  0.134
H: -1.425724 0.638158 -2.214992  0.058
H: -1.757127 -0.773462 -1.236992  0.013
H: 1.708471 -2.109545 -1.709109  0.127
H: 0.310571 -2.601119 -2.654658  0.153
H: 0.549160 -3.672049 -0.352621  0.146
H: -1.013934 -2.956549 -0.719484  0.134
H: -0.207955 -3.509514 2.066662  0.121
H: -1.689092 -2.691321 1.522569  0.089
H: -0.645548 -1.905502 2.694892  0.018
H: 2.029331 -2.531163 1.322437  0.120
H: 1.477156 -1.004256 2.039484  0.125
H: 2.005405 -1.030278 0.372424  0.093
H: 1.369568 -0.323772 1.057913  0.057

Atomic forces in eV per Å
-0.45 2.33 1.34
-0.94 -2.06 4.96
-0.52 -0.53 0.92
-0.72 1.07 0.86
-1.23 -1.35 -0.09
-0.23 0.00 -0.38
-4.35 0.19 2.73
-4.77 3.57 2.01
-6.82 2.24 -2.84
-0.70 -0.41 -1.06
-5.09 -0.09 -3.31
-0.59 -0.15 0.52
0.00 -0.50 0.08
0.42 -1.68 5.05
0.30 0.10 -0.13
-0.79 2.48 1.32
0.08 0.03 0.01
-0.17 0.17 0.00
-0.21 0.02 0.00
-0.54 -0.24 0.10
-0.53 0.42 0.07
-3.53 2.39 -1.03
-0.49 0.28 -0.36
0.01 0.27 -0.02
-3.97 1.45 -2.14
-0.05 -0.21 -0.07
1.07 0.15 -1.03
0.23 1.88 -0.63
5.89 1.62 -3.20
-0.56 0.88 1.05
2.27 -0.60 -1.73
-0.28 1.06 0.77
-0.88 1.80 1.68
0.93 0.25 -0.72
-0.36 0.89 0.59
-0.21 -0.13 0.09
2.11 -0.16 0.32
3.97 0.28 6.36
2.10 0.90 1.28
0.61 0.31 -0.28
4.55 1.26 -0.16
-0.08 -0.12 0.01
-0.07 -0.12 0.00
0.01 0.04 0.11
3.40 0.20 2.68
-4.83 1.20 -3.62
-1.41 -2.71 -2.74
8.68 -4.46 -1.10
-0.35 -1.38 0.23
-0.35 -0.22 -0.82
0.17 -1.84 0.26
0.23 -1.31 -0.07
1.84 -3.28 1.33
-0.20 -0.30 -0.06
-2.55 0.95 -6.12
-0.05 -0.20 0.07
2.65 -1.64 0.55
4.77 -1.44 0.56
3.44 -1.41 -1.89
-0.85 -1.07 0.19
-0.14 -0.07 0.07
0.03 0.13 -0.02
0.09 0.07 0.34
0.16 -0.06 -0.30
0.50 -0.11 -0.04
0.95 -2.66 -1.88
0.11 -1.41 0.00
0.54 -1.85 1.11
1.32 -1.68 -0.77
-3.57 6.55 -1.02

---

Formula: C9H10Br15F3O2
Source: the Open Molecules 2025 dataset
Level of theory: ωB97M-V/def2-TZVPD

## Properties
HOMO: -10.17 eV
LUMO level: -0.02709 hartree
energy relative to the best compared isomer or geometry (same formula, charge and spin): 143.5 kJ/mol
largest force on an atom: 2.839 eV/Å
frontier orbital gap: 9.4 eV

Each line ends with the Löwdin charge.
Positions of all 39 atoms, in Å:
C: -25.110666 7.531632 -4.794751  -1.455
Br: -23.401032 6.909690 -5.484913  0.558
Br: -26.491370 6.036454 -4.908775  0.480
Br: -25.597354 9.146148 -5.846258  0.559
H: -25.043905 7.789230 -3.737734  -0.037
C: -26.178790 11.158857 -9.484456  -1.461
Br: -28.021353 11.742723 -10.009864  0.562
Br: -24.775693 12.264096 -10.379442  0.528
Br: -25.928885 9.322276 -10.127429  0.506
H: -26.070577 11.145799 -8.399925  -0.040
C: -33.756751 9.672567 -9.208289  -1.457
Br: -32.602646 11.044441 -8.291266  0.547
Br: -35.335934 10.635295 -9.931336  0.512
Br: -34.371384 8.224071 -7.977983  0.517
H: -33.204345 9.244531 -10.044782  -0.020
C: -29.542355 9.027432 -2.372073  -1.410
Br: -27.669191 9.348940 -3.007805  0.538
Br: -29.666191 9.395072 -0.387647  0.505
Br: -30.253629 7.191347 -2.841221  0.507
H: -30.164907 9.772630 -2.867249  -0.042
C: -25.364197 5.457939 -10.065695  -1.538
Br: -26.521424 6.211774 -8.683198  0.509
Br: -25.503860 3.507187 -10.388375  0.552
Br: -23.528141 6.060679 -9.697839  0.527
H: -25.647498 5.931495 -11.005692  -0.035
C: -29.835601 8.505466 -7.950516  -0.068
C: -28.814196 8.830168 -6.887532  -0.264
O: -28.579885 10.248481 -6.939517  -0.073
C: -29.307714 11.081603 -6.106696  -0.332
O: -30.195859 10.683941 -5.380830  0.112
C: -28.887243 12.585613 -6.124854  -0.528
F: -30.009277 13.269018 -6.388555  0.168
F: -28.254789 12.951338 -4.967319  0.148
F: -28.016011 12.774612 -7.086273  0.130
H: -30.710644 9.077536 -7.642037  0.018
H: -30.104650 7.449207 -7.956974  0.084
H: -29.487639 8.642054 -8.974403  0.075
H: -27.889801 8.260542 -6.983064  0.017
H: -29.204015 8.509673 -5.921384  0.102

Atomic forces in eV per Å
-0.44 -0.54 -0.94
-0.56 0.05 0.47
1.01 1.40 0.07
0.23 -0.86 0.76
0.03 0.00 -0.36
-0.22 -0.11 -1.54
1.31 -0.23 0.32
-1.00 -0.43 0.88
-0.12 0.68 0.45
-0.06 0.30 -0.32
-0.66 0.78 0.81
-0.79 -1.10 -0.59
0.87 -0.65 0.27
0.66 1.04 -0.87
-0.12 0.07 0.37
0.41 -0.47 0.69
-1.52 -0.34 0.43
0.08 -0.43 -1.64
0.78 1.67 0.40
0.14 -0.32 0.05
0.32 0.14 -0.08
0.18 -0.89 -0.40
0.04 1.20 0.47
-0.62 -0.48 -0.21
0.04 -0.21 0.28
-0.12 -0.60 0.20
-0.75 -0.93 0.01
0.09 2.02 1.27
-0.28 -2.74 0.67
1.10 0.84 -0.85
0.27 -1.40 0.11
0.73 0.38 0.70
-1.45 -0.18 -0.94
0.48 0.66 -0.62
-0.17 -0.05 -0.77
-0.03 -0.16 0.50
-0.03 0.77 0.09
0.24 0.71 -0.34
-0.10 0.45 0.20

---

Formula: C18H33BrClN2O15
Source: the Open Molecules 2025 dataset
Level of theory: ωB97M-V/def2-TZVPD

## Properties
HOMO: -11.91 eV
LUMO level: -0.16733 hartree
largest force on an atom: 1.295 eV/Å
net charge: +1
frontier orbital gap: 7.4 eV

Each line ends with the Löwdin charge.
Positions of all 70 atoms, in Å:
Cl: 1.854684 5.730248 1.056681  0.838
C: 0.185864 5.876530 0.899439  -0.717
C: -0.744722 4.917728 0.798932  -0.106
N: -1.943585 5.574159 0.705878  -0.453
Br: -3.598823 4.763830 0.586387  1.003
C: -1.772888 6.881349 0.725659  -0.101
N: -0.466553 7.077264 0.842283  0.132
H: -0.580008 3.857173 0.795970  0.141
H: -2.541937 7.629352 0.653407  0.165
H: -0.051865 7.998597 0.896667  0.189
C: 0.924212 0.910753 5.664535  -0.010
O: 0.238683 2.155883 5.867046  0.024
C: 0.553049 3.104544 5.002181  -0.617
O: 1.335788 3.011279 4.089507  0.105
O: -0.153657 4.200854 5.300294  0.018
C: 0.108694 5.290932 4.429825  -0.052
H: 0.575004 0.231646 6.435976  0.100
H: 0.684711 0.492778 4.688160  0.087
H: 1.998860 1.044865 5.767972  0.104
H: -0.150745 5.026007 3.406654  0.057
H: 1.153514 5.593336 4.490194  0.103
H: -0.517049 6.121049 4.750601  0.100
C: -6.552236 10.337768 -3.354369  -0.024
O: -5.780463 9.168893 -3.657593  0.018
C: -5.633631 8.329206 -2.645091  -0.621
O: -6.072524 8.463247 -1.532245  0.123
O: -4.897914 7.290743 -3.064675  0.013
C: -4.678325 6.310553 -2.062586  -0.118
H: -6.592776 10.931523 -4.262315  0.098
H: -7.563824 10.063635 -3.062662  0.102
H: -6.074200 10.919858 -2.568926  0.098
H: -5.623174 5.881859 -1.727334  0.101
H: -4.140603 6.743437 -1.222298  0.020
H: -4.071205 5.524719 -2.506986  0.092
C: 0.299747 0.659041 1.492156  -0.063
O: 0.581487 -0.635188 2.008127  0.000
C: -0.040031 -1.627719 1.356761  -0.622
O: -0.778556 -1.488999 0.417239  0.123
O: 0.301632 -2.772580 1.929500  0.014
C: -0.292363 -3.934692 1.336077  -0.021
H: 0.853300 1.376128 2.096311  0.074
H: 0.627615 0.743200 0.455998  0.099
H: -0.766520 0.879049 1.571965  0.095
H: 0.012177 -4.034943 0.296523  0.089
H: -1.376997 -3.891708 1.412038  0.101
H: 0.066236 -4.796192 1.890790  0.098
C: -1.044619 -4.545533 -3.401884  -0.037
O: -0.295896 -5.702448 -3.777421  0.009
C: -0.088860 -6.566462 -2.784910  -0.620
O: -0.470645 -6.442570 -1.650705  0.120
O: 0.613886 -7.590058 -3.266329  0.004
C: 0.913132 -8.603942 -2.304079  -0.049
H: -1.141496 -3.930732 -4.292290  0.094
H: -2.037183 -4.826131 -3.053864  0.099
H: -0.519969 -3.978830 -2.634063  0.091
H: -0.001462 -9.046432 -1.913848  0.101
H: 1.517740 -8.198835 -1.493933  0.100
H: 1.482936 -9.376101 -2.812747  0.094
C: 4.276774 -8.020627 -3.105915  -0.028
O: 4.694301 -8.321397 -1.773416  0.004
C: 6.014038 -8.259948 -1.585830  -0.624
O: 6.832085 -7.981380 -2.420674  0.129
O: 6.264788 -8.561053 -0.312244  0.004
C: 7.651013 -8.535299 0.033454  -0.039
H: 3.196042 -8.103759 -3.128539  0.054
H: 4.556435 -7.004667 -3.379456  0.104
H: 4.698841 -8.732219 -3.813695  0.105
H: 8.065585 -7.539645 -0.114144  0.097
H: 8.206345 -9.267216 -0.550128  0.099
H: 7.718104 -8.795712 1.086011  0.093

Atomic forces in eV per Å
0.02 0.11 0.03
0.83 0.32 -0.10
0.09 -0.56 0.02
-1.12 -0.62 -0.18
0.21 -0.22 0.27
0.08 -0.10 0.02
0.18 1.04 0.10
-0.39 -0.15 0.00
-0.05 0.05 0.03
0.21 -0.11 -0.01
0.09 -0.31 0.04
-0.01 0.05 -0.02
-0.05 -0.23 0.20
-0.04 0.07 -0.19
-0.03 0.05 -0.02
-0.04 0.36 0.08
-0.11 0.15 0.06
0.07 0.07 -0.04
-0.01 0.06 -0.10
0.11 -0.06 -0.04
0.02 -0.08 -0.11
-0.06 -0.13 0.17
-0.16 0.28 -0.06
0.04 -0.05 0.00
-0.07 0.15 -0.17
0.09 -0.04 0.10
0.05 -0.07 -0.03
0.03 -0.15 -0.23
0.10 -0.14 -0.08
0.05 -0.04 0.11
-0.04 -0.09 0.07
0.03 0.09 0.15
-0.13 0.14 0.04
-0.01 0.10 -0.16
0.06 0.37 0.01
0.02 0.09 0.08
0.04 -0.21 0.06
-0.02 0.10 -0.03
0.02 0.05 0.05
-0.08 -0.34 -0.10
0.08 -0.18 0.13
-0.13 -0.08 -0.04
-0.02 -0.08 -0.13
-0.09 0.06 -0.02
0.01 0.09 -0.10
0.11 0.14 0.11
-0.12 0.22 -0.04
0.02 0.02 -0.03
0.03 -0.01 -0.12
0.00 0.04 0.10
0.05 -0.04 -0.06
-0.01 -0.28 0.22
0.09 -0.13 -0.08
0.05 -0.02 0.11
-0.05 -0.07 0.08
-0.01 0.12 0.08
-0.12 0.02 0.06
-0.06 0.09 -0.18
-0.11 0.06 -0.27
-0.10 -0.01 0.03
-0.04 -0.04 0.08
0.02 0.02 -0.04
-0.04 0.00 0.04
0.22 -0.03 0.17
0.09 0.02 0.14
0.13 -0.05 -0.02
0.13 0.07 0.01
0.01 -0.03 -0.12
0.00 0.09 -0.09
-0.18 -0.01 -0.01